48
Properties=species:S:1:pos:R:3:nbo_charge:R:1 method="wB97M-V/def2-TZVPD" homo_ha=-0.6585 e_above_lowest_kj_mol=2.77 orbital_gap_ev=6.201 total_energy_ha=-7070.61874 charge=+3
Ta 0.04976 -0.30387 0.11582 1.522
C -1.28830 -2.47308 -1.73359 -0.094
C -2.45758 -2.09470 -0.84911 -0.091
O -2.04779 -0.96258 -0.00639 -0.603
C -2.69436 -0.94146 1.31113 -0.102
C -1.87566 -1.80958 2.22979 -0.104
O -0.48335 -1.47367 1.96641 -0.587
C 0.44242 -2.39495 2.62404 -0.098
C 1.81244 -2.02062 2.13031 -0.099
O 1.67869 -1.75162 0.70679 -0.567
C 2.00009 -2.90572 -0.13345 -0.094
C 1.14161 -2.83659 -1.38096 -0.089
O -0.10142 -2.22510 -0.92597 -0.593
H -1.22403 -1.88741 -2.64692 0.231
H -1.33049 -3.53566 -1.97136 0.256
H -2.73238 -2.91733 -0.19099 0.224
H -3.31888 -1.78434 -1.43858 0.259
H -3.71890 -1.29762 1.21302 0.265
H -2.70716 0.09967 1.62467 0.245
H -2.00990 -2.87528 2.03494 0.220
H -2.10713 -1.60102 3.27484 0.262
H 0.16356 -3.40836 2.32804 0.216
H 0.34508 -2.28681 3.70406 0.259
H 2.52478 -2.82920 2.28639 0.260
H 2.20810 -1.11693 2.58325 0.246
H 1.76894 -3.80884 0.42981 0.223
H 3.06324 -2.87634 -0.36870 0.262
H 0.92917 -3.83830 -1.75200 0.255
H 1.55819 -2.23244 -2.18570 0.228
Br -1.60077 2.06094 0.01975 0.273
C -2.57933 2.05159 -1.69071 -0.495
Br -1.68180 0.90728 -2.92123 0.183
H -2.55584 3.07527 -2.04833 0.282
H -3.58121 1.69716 -1.48384 0.261
S 1.69671 0.30683 -1.38862 0.115
C 1.59396 1.98804 -0.80669 -0.203
C 1.67766 3.00907 -1.75153 -0.115
C 1.69637 4.33108 -1.33454 -0.071
C 1.79533 5.37381 -2.31211 0.194
N 1.83591 6.20523 -3.10260 -0.113
C 1.61909 4.64229 0.04104 -0.032
C 1.48229 3.62707 0.97514 -0.162
C 1.46529 2.29986 0.55564 -0.178
S 1.04854 1.05220 1.74138 0.129
C 1.65487 6.00539 0.47855 0.180
N 1.68430 7.09776 0.83036 -0.102
H 1.77219 2.78219 -2.80570 0.266
H 1.38771 3.87668 2.02448 0.276


48
Properties=species:S:1:pos:R:3:nbo_charge:R:1 method="wB97M-V/def2-TZVPD" homo_ha=-0.1881 orbital_gap_ev=5.855 total_energy_ha=-6502.64399 charge=-1
C 8.42049 -0.00042 -1.25298 -0.616
C 8.01295 1.20252 -2.09123 -0.538
S 7.24738 2.54267 -1.15725 0.160
C 5.50420 2.07775 -1.02582 -1.060
Ga 4.70329 0.77180 -2.33994 1.093
Br 5.08082 1.43851 -4.62635 -0.551
C 2.64669 0.95220 -2.09277 -0.970
C 2.09936 -0.22040 -1.43907 0.608
O 1.74181 -0.39905 -0.31748 -0.579
Cl 1.97828 -1.65963 -2.57760 -0.193
H 8.94647 -0.73240 -1.87303 0.194
H 7.54227 -0.49500 -0.83804 0.218
H 9.08515 0.29660 -0.44112 0.197
H 7.35670 0.89342 -2.90484 0.233
H 8.88853 1.65125 -2.56584 0.207
H 4.94913 3.01578 -1.08934 0.221
H 5.32171 1.65990 -0.03136 0.212
H 5.18116 -0.71620 -2.08567 -0.326
H 2.45903 1.81405 -1.45237 0.237
H 2.21125 1.08113 -3.08007 0.262
C -1.03186 -2.23251 -0.40361 -0.177
C -0.99230 -3.36377 -1.21038 -0.205
C -2.16570 -4.01396 -1.55529 -0.220
C -3.36261 -3.50804 -1.07751 0.069
C -3.43218 -2.38356 -0.27458 -0.220
C -2.24861 -1.74657 0.06123 -0.199
N -4.61442 -4.19262 -1.44165 0.522
O -4.53957 -5.19130 -2.13284 -0.393
O -5.66170 -3.72652 -1.03296 -0.394
H -0.11009 -1.72540 -0.14639 0.256
H -0.04281 -3.72931 -1.57596 0.233
H -2.16214 -4.89395 -2.18041 0.241
H -4.38805 -2.02084 0.06846 0.250
H -2.26783 -0.85893 0.67809 0.222
C -6.07878 2.72179 4.90517 -0.184
C -4.90142 3.31904 4.47470 -0.209
C -4.22974 2.81838 3.37067 -0.212
C -4.76389 1.72169 2.72090 0.091
C -5.93240 1.10679 3.12925 -0.213
C -6.59160 1.61846 4.23580 -0.209
N -4.05642 1.18670 1.54046 0.520
O -3.02263 1.72732 1.21079 -0.362
O -4.55113 0.23310 0.97252 -0.383
H -6.59930 3.11812 5.76714 0.217
H -4.50235 4.17698 4.99845 0.221
H -3.31115 3.26093 3.01589 0.254
H -6.30858 0.25043 2.59015 0.253
H -7.50738 1.15306 4.57411 0.221


44
Properties=species:S:1:pos:R:3:nbo_charge:R:1 method="wB97M-V/def2-TZVPD" homo_ha="-0.0918 / -0.0892" e_above_lowest_kj_mol=67.67 orbital_gap_ev="5.308 / 5.245" total_energy_ha=-3909.23749 charge=-1
Pd -0.16915 0.80166 0.59202 0.494
C 0.73579 1.89818 -3.12611 -0.248
O -0.40319 1.66402 -2.33668 -0.523
C -1.21356 0.60501 -2.80077 -0.091
C -0.60252 -0.75937 -2.55314 -0.088
O -0.54937 -1.12135 -1.19050 -0.556
C -1.62592 -1.94606 -0.78922 -0.249
H 0.45958 2.06315 -4.17646 0.152
H 1.45385 1.07205 -3.07761 0.166
H 1.21321 2.79464 -2.73607 0.194
H -1.38358 0.71485 -3.88181 0.152
H -2.16330 0.69647 -2.27187 0.211
H 0.42527 -0.77998 -2.92043 0.192
H -1.17809 -1.50770 -3.11310 0.169
H -1.51104 -2.94886 -1.21919 0.164
H -2.59172 -1.53063 -1.08208 0.171
H -1.59564 -2.01034 0.29622 0.211
Se -3.81577 0.48486 0.87918 0.686
N -2.40584 1.57400 0.49601 -0.723
C -1.76019 1.74114 1.66686 0.042
C -0.63062 2.61764 1.82130 -0.278
C -0.07760 2.77865 3.10300 -0.327
C -0.53900 2.01243 4.16971 -0.183
C -1.59172 1.11506 4.05467 -0.337
C -2.27002 0.98372 2.81959 0.127
N -3.34476 0.23657 2.60597 -0.710
H -0.43623 3.34733 1.04726 0.229
H 0.74120 3.47258 3.24642 0.197
H -0.06195 2.12986 5.13763 0.192
H -1.94470 0.54998 4.90762 0.205
Cl 2.14306 -4.74786 -1.76798 -0.067
C 2.09137 -3.22607 -0.89552 -0.103
C 1.54923 -3.17589 0.38226 -0.220
C 1.50152 -1.97618 1.06274 -0.243
C 1.97731 -0.76897 0.49620 -0.028
C 1.85715 0.49579 1.18292 -0.754
C 2.55754 -0.88043 -0.78781 -0.200
C 2.61001 -2.07994 -1.47503 -0.251
H 1.15932 -4.08070 0.83334 0.211
H 1.05041 -1.93873 2.04823 0.215
H 2.48652 1.29392 0.79767 0.192
H 1.84001 0.45004 2.26760 0.210
H 2.96186 0.01554 -1.24932 0.190
H 3.05129 -2.13006 -2.46369 0.208


42
Properties=species:S:1:pos:R:3:nbo_charge:R:1 method="wB97M-V/def2-TZVPD" homo_ha=-0.3184 e_above_lowest_kj_mol=0.00 orbital_gap_ev=9.159 smiles="CC[C@H](C)NC(=O)c1ccc(CSCc2ccc(Cl)cc2)o1" total_energy_ha=-1723.43577 charge=0
C -1.72370 -0.52613 4.35051 -0.618
C -3.11841 -0.41744 3.74322 -0.397
H -3.24913 0.58324 3.32602 0.211
H -3.86758 -0.55201 4.52525 0.202
C -3.40250 -1.43414 2.62442 -0.055
N -2.47647 -1.26405 1.52579 -0.608
C -2.79367 -0.61639 0.38445 0.627
O -3.89335 -0.15515 0.14131 -0.619
C -1.67069 -0.51107 -0.56634 0.159
C -1.61539 0.08479 -1.79884 -0.236
C -0.29004 -0.07355 -2.25583 -0.316
C 0.37388 -0.76149 -1.27662 0.280
O -0.45734 -1.02861 -0.25036 -0.409
C 1.78661 -1.18290 -1.18034 -0.568
H 2.31250 -0.97094 -2.11019 0.243
H 1.87518 -2.23950 -0.92799 0.247
S 2.66705 -0.32711 0.18827 0.197
C 2.40222 1.41855 -0.28984 -0.546
C 2.92721 1.72283 -1.65528 -0.063
C 2.11585 2.33243 -2.60383 -0.205
C 2.59524 2.60765 -3.87198 -0.221
C 3.89793 2.26505 -4.19560 -0.045
C 4.72294 1.65660 -3.26205 -0.242
C 4.23317 1.38986 -1.99812 -0.149
H 4.86529 0.90852 -1.26639 0.219
H 5.73603 1.39590 -3.52429 0.228
Cl 4.50124 2.59960 -5.78114 0.007
H 1.96290 3.08304 -4.60518 0.228
H 1.10142 2.60141 -2.34839 0.221
H 2.93821 1.98226 0.47516 0.242
H 1.33623 1.63435 -0.21293 0.229
H 0.12132 0.26261 -3.18563 0.236
H -2.42787 0.57157 -2.29659 0.244
H -1.53268 -1.59434 1.65305 0.404
C -3.36454 -2.88029 3.10869 -0.613
H -2.36281 -3.15551 3.43026 0.199
H -4.04750 -3.01283 3.94313 0.214
H -3.66346 -3.55036 2.30624 0.219
H -4.39310 -1.21231 2.21122 0.233
H -0.95545 -0.37695 3.59504 0.201
H -1.59510 0.23821 5.11332 0.217
H -1.57167 -1.49536 4.81836 0.201


50
Properties=species:S:1:pos:R:3:nbo_charge:R:1 method="wB97M-V/def2-TZVPD" homo_ha=-0.2976 orbital_gap_ev=8.373 total_energy_ha=-2706.18736 charge=0
K 1.55946 0.81145 -1.41726 0.932
C 6.57952 -0.65462 -0.34517 -0.405
N 5.57915 -0.53304 0.69873 -0.365
C 5.81339 -0.05111 1.97339 -0.051
C 4.64314 -0.01979 2.61358 -0.081
N 3.66835 -0.48404 1.72452 -0.386
C 4.25589 -0.79240 0.50289 0.266
S 3.61838 -1.40014 -0.92054 -0.288
C 2.27278 -0.45360 2.03116 0.376
C 1.84415 -0.31171 3.34643 -0.274
C 0.48194 -0.21502 3.57167 -0.144
C -0.39996 -0.28075 2.50353 -0.261
C 0.13747 -0.46104 1.24324 0.073
N 1.44744 -0.54109 1.01501 -0.453
H 7.56296 -0.62678 0.11793 0.207
H 6.48510 0.15817 -1.06270 0.219
H 6.43861 -1.59448 -0.87025 0.241
H 6.79821 0.21130 2.31689 0.231
H 4.41980 0.28808 3.61623 0.232
H 2.53378 -0.27701 4.17557 0.217
H 0.11629 -0.08702 4.58192 0.221
H -1.46902 -0.19387 2.64436 0.225
H -0.49846 -0.52763 0.36569 0.219
O -7.01288 -1.77152 -0.80454 -0.729
C -5.90106 -2.46364 -0.23749 0.085
N -5.26924 -3.24908 -1.23984 -0.625
C -4.21712 -2.90822 -2.05487 0.673
O -3.76584 -3.70757 -2.84882 -0.589
C -3.61030 -1.54699 -1.90342 -0.200
C -4.35010 -0.37184 -1.86688 -0.163
C -3.67463 0.83337 -1.79969 -0.247
C -2.28841 0.82929 -1.75447 0.039
N -1.56595 -0.29999 -1.79466 -0.465
C -2.22556 -1.45435 -1.88225 0.070
H -7.47845 -1.30611 -0.10060 0.472
H -6.24179 -3.13007 0.55560 0.170
H -5.17545 -1.76487 0.17762 0.176
H -5.69269 -4.13149 -1.48289 0.409
H -5.43246 -0.40525 -1.90506 0.241
H -4.20891 1.77464 -1.78598 0.226
H -1.73954 1.76415 -1.69723 0.249
H -1.63093 -2.35989 -1.94021 0.210
C 1.21060 5.04078 -0.72892 -0.895
S 0.69161 3.44713 -1.27717 2.389
O 1.70704 2.97807 -2.22739 -1.067
O -0.62082 3.62248 -1.86971 -1.011
O 0.68067 2.58262 -0.08580 -1.075
H 1.13995 5.72499 -1.57213 0.239
H 2.23796 4.96123 -0.37693 0.231
H 0.54592 5.34831 0.07694 0.236


45
Properties=species:S:1:pos:R:3:nbo_charge:R:1 method="wB97M-V/def2-TZVPD" homo_ha=-0.2925 e_above_lowest_kj_mol=550.85 orbital_gap_ev=8.027 smiles="O=S1(=O)C(=Cc2ccccc2)S(=O)(=O)c2ccccc21.CNN(C)C" total_energy_ha=-1866.47910 charge=0
C 3.78152 -2.84536 0.90595 -0.189
C 2.42894 -2.82552 1.25667 -0.174
C 1.81105 -1.60965 1.53393 -0.306
C 2.52616 -0.42185 1.46661 -0.212
C 3.86737 -0.42706 1.09563 -0.209
C 4.50032 -1.63770 0.81826 -0.189
S 1.58722 1.06524 1.84194 2.166
O 1.95800 1.55616 3.14564 -0.928
O 1.63489 1.93107 0.67494 -0.939
C -0.03930 0.38358 1.92950 -0.790
C -1.14601 1.15450 1.63628 0.006
C -2.45619 0.51842 1.64628 -0.025
C -2.77796 -0.41589 2.64653 -0.204
C -3.92276 -1.20252 2.53343 -0.196
C -4.81405 -0.99616 1.47002 -0.195
C -4.54597 0.00604 0.51277 -0.221
C -3.36328 0.75381 0.59672 -0.198
S 0.06396 -1.39086 1.95297 2.177
O -0.71276 -1.89772 0.84446 -0.914
O -0.14688 -1.83551 3.31736 -0.925
H 4.28098 -3.78839 0.69434 0.227
H 1.85546 -3.75536 1.33571 0.240
H 4.40403 0.52062 1.04172 0.238
H 5.54900 -1.65204 0.53101 0.226
H -0.96143 1.99450 0.96498 0.222
H -2.12205 -0.55560 3.50426 0.249
H -4.07078 -2.02865 3.23748 0.221
H -5.70637 -1.61027 1.36795 0.217
H -5.21808 0.15883 -0.34276 0.218
H -3.07162 1.43475 -0.22602 0.214
C -0.33899 3.94183 2.56007 -0.452
N -1.49735 3.02278 2.64824 -0.229
C -2.68169 3.66628 2.03236 -0.442
N -1.75840 2.72576 3.99480 -0.483
C -2.59180 3.67262 4.73246 -0.436
H -0.03812 4.08055 1.51907 0.221
H -0.63018 4.90228 3.01358 0.185
H 0.50982 3.52339 3.10866 0.232
H -2.79383 4.68307 2.45088 0.196
H -2.55261 3.72221 0.94646 0.215
H -3.58123 3.07638 2.23640 0.229
H -0.87970 2.52706 4.47291 0.374
H -2.87434 3.17949 5.66361 0.217
H -2.09205 4.62462 4.97273 0.168
H -3.50413 3.90328 4.18055 0.201


41
Properties=species:S:1:pos:R:3:nbo_charge:R:1 method="wB97M-V/def2-TZVPD" homo_ha=-0.3190 e_above_lowest_kj_mol=100.68 orbital_gap_ev=9.109 smiles="CCCCSC1=C(C#N)[C@@H](c2ccccc2C)CC(=O)N1" total_energy_ha=-1242.75107 charge=0
C -0.11445 -2.20629 -4.35712 -0.612
C 1.40797 -2.18234 -4.42725 -0.388
C 2.07468 -2.42082 -3.07170 -0.408
C 1.73770 -1.32122 -2.07633 -0.507
H 1.98252 -0.33897 -2.47833 0.234
H 0.68890 -1.34990 -1.78940 0.229
S 2.71445 -1.58400 -0.55436 0.265
C 1.80839 -0.78291 0.72796 0.132
C 0.88621 0.20062 0.62610 -0.294
C 0.54527 0.87016 -0.55412 0.294
N 0.25615 1.48418 -1.48266 -0.335
C 0.24307 0.74459 1.89277 -0.227
C -1.14229 1.28193 1.60763 -0.040
C -2.03389 0.47539 0.91007 -0.146
C -3.31560 0.90390 0.62542 -0.229
C -3.72185 2.15744 1.04569 -0.203
C -2.84315 2.96256 1.74539 -0.196
C -1.55005 2.54528 2.03767 -0.005
C -0.63443 3.46044 2.79678 -0.636
H -0.27223 2.98770 3.70900 0.215
H -1.15857 4.37189 3.07206 0.221
H 0.22595 3.73713 2.18752 0.221
H -3.16452 3.94111 2.07233 0.207
H -4.71976 2.50776 0.82861 0.214
H -3.99075 0.26417 0.07736 0.213
H -1.71676 -0.50382 0.57715 0.200
C 0.16677 -0.35737 2.95319 -0.494
C 1.48571 -1.06906 3.14003 0.693
O 1.90344 -1.48877 4.19117 -0.568
N 2.17516 -1.26658 1.97229 -0.633
H 3.00215 -1.84885 2.01945 0.424
H -0.56476 -1.11356 2.64968 0.238
H -0.15686 0.04993 3.91116 0.248
H 0.88493 1.54991 2.26722 0.227
H 1.75693 -3.38493 -2.66815 0.206
H 3.15828 -2.45722 -3.20796 0.209
H 1.74778 -2.96036 -5.11396 0.206
H 1.73674 -1.22027 -4.82505 0.201
H -0.53486 -2.15196 -5.35821 0.215
H -0.46153 -3.12609 -3.89083 0.200
H -0.49287 -1.36082 -3.78828 0.209


41
Properties=species:S:1:pos:R:3:nbo_charge:R:1 method="wB97M-V/def2-TZVPD" homo_ha=-0.2632 e_above_lowest_kj_mol=294.20 orbital_gap_ev=7.689 smiles=Cc1cc(-n2c(C)c3c(C)nnc(C)c3c2C)ccc1N total_energy_ha=-878.74523 charge=0
N -0.75745 -4.11339 2.20210 -0.273
N -0.18844 -3.51730 3.26896 -0.259
C -0.44460 -1.37201 -0.27241 0.158
C 0.54772 -0.26770 1.41031 0.162
C -1.52058 2.68363 -1.46607 -0.265
C -1.31149 1.50040 -0.79570 -0.132
C 1.03332 1.51514 -1.33219 -0.169
C -0.42130 3.31351 -2.06500 0.177
C -0.00928 0.96291 -0.68504 0.061
C 0.81223 2.69027 -2.12687 -0.083
C -0.90150 -3.54973 0.97849 0.233
C 0.23268 -2.21967 3.13670 0.221
C -0.45399 -2.17626 0.81127 -0.146
C 0.10978 -1.50518 1.92723 -0.114
N -0.70097 4.52232 -2.66328 -0.824
N 0.18157 -0.18858 0.07471 -0.318
C -0.73303 -1.57035 -1.73185 -0.638
C 1.18335 0.84051 2.04035 -0.659
C 2.01551 3.34213 -2.75404 -0.617
C -1.52720 -4.42251 -0.12112 -0.654
C 0.78678 -1.64273 4.48244 -0.642
H -2.50847 3.03575 -1.58503 0.211
H -2.13892 0.89894 -0.35897 0.221
H 2.03515 1.08793 -1.29693 0.223
H -1.70836 4.71867 -2.84851 0.401
H 0.09465 4.98327 -3.19646 0.395
H -0.21641 -0.93203 -2.31820 0.222
H -1.81131 -1.43187 -2.09003 0.212
H -0.48617 -2.57339 -1.87409 0.225
H 1.11376 0.86822 3.16818 0.238
H 0.78747 1.83110 1.66503 0.229
H 2.24357 0.80294 1.93749 0.222
H 2.45345 2.71068 -3.50684 0.226
H 2.73235 3.56779 -1.93843 0.227
H 1.69787 4.27677 -3.26250 0.190
H -1.87119 -3.80004 -0.90931 0.206
H -0.97514 -5.14964 -0.67926 0.228
H -2.34576 -4.96678 0.35489 0.240
H 0.06218 -1.09833 4.93691 0.216
H 1.13142 -2.49089 5.16862 0.238
H 1.77675 -1.16450 4.31443 0.210


Number 1: maximum force 0.82 eV Å⁻¹. Number 2: maximum force 0.29 eV Å⁻¹. Number 3: maximum force 0.53 eV Å⁻¹. Number 4: maximum force 1.31 eV Å⁻¹. Number 5: maximum force 2.52 eV Å⁻¹. Number 6: maximum force 2.32 eV Å⁻¹. Number 7: maximum force 1.14 eV Å⁻¹. Number 8: maximum force 5.31 eV Å⁻¹.